1.
{"formula": "C20H22F2NO5S", "method": "ωB97M-V/def2-TZVPD", "largest_force_ev_per_a": 2.98, "mol_weight_g_mol": 426.46, "e_homo_ev": -3.25, "charge": -1, "e_above_lowest_kcal_mol": 0.0, "species": ["C", "C", "O", "C", "C", "C", "O", "C", "C", "C", "C", "C", "C", "O", "H", "H", "H", "H", "H", "H", "H", "H", "H", "H", "H", "H", "H", "H", "H", "H", "H", "F", "C", "F", "S", "N", "C", "O", "C", "C", "C", "C", "C", "C", "C", "O", "H", "H", "H", "H", "H"], "positions_angstrom": [[-5.771, -0.225, -0.346], [-4.535, -0.989, -0.749], [-3.466, -0.505, 0.073], [-2.331, -1.263, 0.107], [-1.446, -0.638, 1.109], [-0.140, -1.171, 1.394], [0.424, -2.030, 0.719], [0.565, -0.537, 2.609], [1.143, 0.831, 2.298], [0.280, 2.071, 2.545], [-0.763, 2.391, 1.454], [-2.154, 1.788, 1.630], [-2.125, 0.311, 2.063], [-2.198, -2.273, -0.567], [-6.648, -0.600, -0.871], [-5.942, -0.312, 0.731], [-5.687, 0.836, -0.592], [-4.647, -2.068, -0.595], [-4.259, -0.774, -1.785], [-0.113, -0.495, 3.471], [1.408, -1.193, 2.862], [2.088, 0.948, 2.850], [1.416, 0.823, 1.234], [-0.184, 2.039, 3.542], [0.977, 2.923, 2.524], [-0.871, 3.487, 1.379], [-0.354, 2.054, 0.486], [-2.759, 2.347, 2.366], [-2.693, 1.863, 0.673], [-3.175, -0.009, 2.100], [-1.702, 0.255, 3.078], [-1.356, -2.428, -4.277], [-0.550, -2.454, -3.138], [0.681, -2.966, -3.462], [-0.357, -0.754, -2.598], [1.426, -0.590, -2.311], [2.568, -0.461, -3.176], [2.637, -0.663, -4.367], [3.683, -0.039, -2.259], [3.143, 0.175, -1.008], [3.979, 0.321, 0.103], [5.369, 0.386, -0.103], [5.894, 0.344, -1.401], [5.048, 0.102, -2.496], [1.674, 0.156, -1.173], [0.794, 0.755, -0.559], [-1.013, -3.047, -2.334], [3.581, 0.287, 1.114], [6.079, 0.456, 0.736], [6.960, 0.508, -1.565], [5.421, 0.028, -3.514]]}

---

2.
{"formula": "C6H5NO3S", "method": "ωB97M-V/def2-TZVPD", "largest_force_ev_per_a": 7.17, "mol_weight_g_mol": 171.18, "e_homo_ev": -9.56, "charge": 0, "e_above_lowest_kcal_mol": 93.7, "species": ["O", "C", "C", "C", "C", "C", "S", "C", "N", "O", "O", "H", "H", "H", "H", "H"], "positions_angstrom": [[-1.226, 2.555, 0.323], [-0.513, 1.686, -0.083], [0.946, 1.804, -0.165], [1.762, 0.748, -0.178], [1.359, -0.696, 0.019], [-0.142, -0.857, -0.039], [-0.575, -2.584, 0.077], [-1.157, 0.036, -0.135], [-2.518, -0.187, -0.107], [-2.757, -1.427, -0.121], [-3.267, 0.737, 0.035], [1.242, 2.796, -0.088], [2.922, 1.012, -0.203], [1.792, -1.491, -0.597], [1.505, -1.077, 1.014], [0.628, -3.054, 0.248]]}

---

3.
{"formula": "C3H6N4S", "method": "ωB97M-V/def2-TZVPD", "largest_force_ev_per_a": 3.37, "mol_weight_g_mol": 130.18, "e_homo_ev": -8.92, "charge": 0, "e_above_lowest_kcal_mol": 106.6, "species": ["C", "S", "N", "N", "C", "C", "N", "N", "H", "H", "H", "H", "H", "H"], "positions_angstrom": [[2.804, -0.603, 0.355], [1.967, 0.990, -0.332], [0.359, 0.510, -0.172], [-0.346, 0.214, -1.285], [-1.581, -0.068, -1.167], [-2.237, -0.030, 0.235], [-1.616, 1.023, 1.012], [-0.459, 1.262, 0.891], [3.789, -0.757, -0.003], [2.172, -1.468, 0.095], [2.710, -0.445, 1.362], [-2.006, -0.178, -2.114], [-3.220, 0.370, 0.149], [-2.336, -0.822, 0.974]]}

---

4.
{"formula": "C4H7ClOS", "method": "ωB97M-V/def2-TZVPD", "largest_force_ev_per_a": 1.46, "mol_weight_g_mol": 138.62, "e_homo_ev": -9.05, "charge": 0, "e_above_lowest_kcal_mol": 18.1, "species": ["O", "C", "C", "C", "Cl", "C", "S", "H", "H", "H", "H", "H", "H", "H"], "positions_angstrom": [[-0.447, 1.457, -0.653], [0.009, 0.433, 0.199], [0.673, -0.699, -0.611], [1.984, -0.927, -0.551], [3.108, -0.055, 0.510], [-1.234, 0.056, 1.048], [-2.656, -0.607, 0.157], [0.352, 1.858, -1.024], [0.755, 0.882, 0.936], [0.120, -1.310, -1.345], [2.507, -1.659, -1.145], [-1.509, 1.003, 1.550], [-1.027, -0.699, 1.815], [-2.634, 0.266, -0.885]]}

---

Please write out number 2 again, unchanged.
{"formula": "C6H5NO3S", "method": "ωB97M-V/def2-TZVPD", "largest_force_ev_per_a": 7.17, "mol_weight_g_mol": 171.18, "e_homo_ev": -9.56, "charge": 0, "e_above_lowest_kcal_mol": 93.7, "species": ["O", "C", "C", "C", "C", "C", "S", "C", "N", "O", "O", "H", "H", "H", "H", "H"], "positions_angstrom": [[-1.226, 2.555, 0.323], [-0.513, 1.686, -0.083], [0.946, 1.804, -0.165], [1.762, 0.748, -0.178], [1.359, -0.696, 0.019], [-0.142, -0.857, -0.039], [-0.575, -2.584, 0.077], [-1.157, 0.036, -0.135], [-2.518, -0.187, -0.107], [-2.757, -1.427, -0.121], [-3.267, 0.737, 0.035], [1.242, 2.796, -0.088], [2.922, 1.012, -0.203], [1.792, -1.491, -0.597], [1.505, -1.077, 1.014], [0.628, -3.054, 0.248]]}